ORCA calculation (the ωB97M-V functional and the def2-TZVPD basis) on one molecule with the formula C17H18ClN3O4S at a distorted geometry.

max |F|	1.30	eV/A
2S+1	1
net charge	0
HOMO energy	-8.808	eV
HOMO-LUMO gap	8.039	eV

Atoms and positions in Å:
Cl -1.4423 0.7595 -1.3653
S 1.5002 -0.9905 3.5530
O -0.9445 -5.5714 -3.1367
O 0.2750 4.6713 0.5367
O -2.7997 -5.0452 -4.0837
O 1.0420 -2.5578 0.0497
N -1.8250 -4.7894 -3.4108
N 0.9927 1.9341 0.9004
N 1.2688 -0.4318 -0.6825
C -0.4587 3.8236 1.3877
C -0.4611 -0.4248 2.0114
C -0.9440 -1.3896 2.9234
C 0.6502 -1.6290 -0.6254
C -2.6494 -2.4876 -3.2737
C -1.4714 -0.8707 -1.9382
C -0.6646 -3.1148 -2.0525
C 2.3010 -0.0815 0.2583
C 0.8759 3.9249 -0.4902
C -0.5171 -1.8202 -1.5640
C 0.0014 -1.7890 3.8086
C 0.8431 -0.0993 2.2237
C 1.7369 0.7848 1.4105
C 1.7844 2.8230 0.0610
C -1.7076 -3.4405 -2.9027
C -2.5283 -1.2063 -2.7808
C 0.4268 2.7309 1.9822
H -0.0822 -2.5073 4.5991
H 3.1107 0.4341 -0.2626
H -1.2823 3.3545 0.8279
H -3.2528 -0.4520 -3.0452
H 0.8145 0.3432 -1.1409
H -0.8697 4.4568 2.1750
H 1.2234 3.1996 2.5861
H 0.0981 3.4646 -1.1200
H 2.6085 3.2847 0.6328
H 0.0467 -3.8696 -1.7478
H 2.6898 -1.0117 0.6794
H -1.9496 -1.7701 2.9112
H 1.4533 4.6316 -1.0887
H 2.2066 2.2761 -0.7820
H -3.4580 -2.7637 -3.9328
H 2.5932 1.1036 2.0364
H -0.1720 2.0906 2.6296
H -1.0628 0.0220 1.2421

Forces on atoms 1 to 3 (eV/Å):
-0.1 0.3 0.0
-0.5 0.1 -0.3
0.2 -0.3 0.1